56
Properties=species:S:1:pos:R:3:forces:R:3:nbo_charge:R:1 method="wB97M-V/def2-TZVPD" de_lowest_ev=0.000 multiplicity=1 largest_force_ha_per_bohr=0.01754 charge=+2 homo_energy_ev=-12.8261 energy_ev=-44571.40164 gap_ev=5.98
Zr -0.468 -0.081 0.102 0.53 -0.57 -0.45 1.45
C -1.880 -4.112 1.722 0.02 -0.02 -0.01 -0.70
C -1.230 -2.799 1.454 -0.04 0.05 0.04 0.37
N -1.648 -1.950 0.586 -0.08 0.04 0.04 -0.52
C -2.845 -2.140 -0.249 0.00 -0.02 0.00 -0.25
C -2.872 -1.121 -1.402 -0.02 0.04 0.03 -0.23
N -2.530 0.237 -0.877 -0.02 -0.02 0.04 -0.70
C -2.488 1.395 -1.828 0.00 -0.01 0.00 -0.23
C -1.104 1.639 -2.431 -0.03 0.04 0.01 -0.24
N -0.025 1.587 -1.408 -0.06 -0.03 0.08 -0.75
C 0.618 2.821 -0.898 -0.04 0.03 0.02 -0.22
C 1.257 2.603 0.503 0.09 0.02 -0.02 -0.24
N 1.135 1.212 0.973 -0.06 0.14 0.06 -0.59
C 2.042 0.604 1.647 0.05 -0.04 0.04 0.67
C 4.215 0.703 0.744 -0.09 0.06 0.00 0.23
C 1.688 -0.742 2.206 -0.04 -0.01 0.06 0.13
C 2.453 -1.456 3.110 0.03 -0.01 -0.04 -0.17
C 1.973 -2.695 3.524 0.00 0.00 0.01 -0.12
C 0.763 -3.180 3.043 0.00 -0.02 -0.03 -0.17
C 0.047 -2.411 2.133 -0.03 0.03 0.03 0.16
N 0.534 -1.227 1.746 -0.14 0.07 0.09 -0.49
H -1.529 -4.841 0.984 0.01 0.00 0.01 0.28
H -2.962 -4.042 1.632 0.00 0.00 -0.01 0.25
H -1.640 -4.496 2.710 -0.01 0.01 0.01 0.25
H -3.729 -2.016 0.384 0.00 0.00 0.00 0.22
H -2.879 -3.146 -0.669 0.00 0.00 0.00 0.25
H -3.863 -1.118 -1.860 0.00 -0.01 0.00 0.23
H -2.134 -1.386 -2.157 0.00 0.00 0.00 0.25
H -3.232 0.467 -0.177 0.02 -0.01 0.02 0.40
H -2.787 2.267 -1.245 0.00 0.00 0.00 0.22
H -3.220 1.266 -2.628 0.00 0.00 0.00 0.23
H -1.109 2.596 -2.956 0.01 0.00 0.00 0.24
H -0.874 0.865 -3.164 0.00 0.00 0.00 0.24
H 0.710 0.993 -1.809 -0.01 0.13 -0.01 0.46
H -0.123 3.617 -0.844 -0.03 -0.04 0.02 0.22
H 1.388 3.136 -1.602 -0.01 0.06 0.00 0.23
H 0.717 3.201 1.239 0.01 0.04 0.00 0.23
H 2.295 2.925 0.504 -0.04 -0.04 -0.01 0.25
H 5.068 1.334 0.964 -0.01 0.00 0.01 0.21
H 3.239 0.252 -0.881 0.06 -0.04 0.09 0.51
H 4.439 -0.357 0.866 -0.02 -0.01 -0.02 0.17
H 3.386 -1.054 3.479 0.00 0.00 -0.01 0.26
H 2.545 -3.286 4.227 0.00 0.00 0.00 0.26
H 0.398 -4.144 3.365 0.01 0.00 0.00 0.25
O 3.258 1.071 1.854 0.00 -0.05 -0.01 -0.53
O 3.683 1.017 -0.472 0.02 -0.07 -0.08 -0.70
N -2.873 3.615 3.357 -0.01 0.02 -0.01 -0.58
N -2.485 2.320 3.097 0.06 0.00 0.02 0.20
N -2.418 1.397 4.028 -0.11 -0.04 -0.03 -0.21
C -1.911 0.374 3.360 0.14 0.06 0.04 0.16
N -1.683 0.694 2.080 -0.13 0.09 -0.05 -0.38
N -2.050 1.959 1.931 0.00 -0.02 0.01 -0.05
H -3.129 3.665 4.338 0.01 0.00 0.00 0.41
H -3.658 3.863 2.764 0.00 -0.01 0.01 0.40
H -1.701 -0.583 3.806 0.00 0.00 0.00 0.24
Te 0.950 -1.671 -1.488 -0.05 0.16 0.04 -0.45